No. 1
Entry from the Open Molecules 2025 dataset: a molecular structure, C27H20F9N7O3PRu (ωB97M-V/def2-TZVPD).

Computed properties:
multiplicity	5
Kohn-Sham gap (alpha / beta)	8.6269 / 5.8082	eV
net charge	+1
relative energy (zero: lowest compared OMol25 entry of this formula, charge and spin)	0.272	eV
total energy	-81221.773	eV
largest force on an atom	0.47	eV Å⁻¹

```
68
C27H20F9N7O3PRu ωB97M-V/def2-TZVPD
Ru 0.487 0.130 0.444
O -0.272 -1.174 2.161
C -0.064 -1.185 3.396
C -1.087 -1.686 4.283
C -0.895 -1.700 5.625
C 0.325 -1.222 6.166
C 1.330 -0.742 5.350
C 1.183 -0.702 3.966
C 2.245 -0.239 3.105
N 2.231 -0.002 1.785
C 3.481 0.439 1.444
C 4.264 0.474 2.560
N 3.480 0.048 3.584
H -2.002 -2.028 3.821
H -1.663 -2.065 6.291
H 0.471 -1.232 7.236
H 2.233 -0.385 5.826
H 3.744 0.711 0.445
H 5.291 0.760 2.697
H 3.777 -0.042 4.540
O -0.001 1.658 1.524
N -0.438 2.735 0.897
N -0.655 2.534 -0.319
O -0.484 1.355 -0.853
C -1.087 3.613 -1.189
C -1.471 4.817 -0.621
C -1.844 5.840 -1.473
C -1.825 5.651 -2.851
C -1.428 4.435 -3.387
C -1.051 3.392 -2.554
H -1.472 4.954 0.450
H -2.144 6.792 -1.060
H -2.112 6.459 -3.508
H -1.393 4.296 -4.458
H -0.697 2.455 -2.951
N 0.698 -2.228 -5.441
C 0.975 -2.283 -4.331
C 1.311 -2.380 -2.938
C 2.086 -3.427 -2.452
C 2.359 -3.480 -1.096
C 1.854 -2.492 -0.275
N 1.112 -1.484 -0.748
C 0.851 -1.415 -2.056
H 2.465 -4.179 -3.129
H 2.961 -4.273 -0.678
H 2.042 -2.480 0.791
H 0.281 -0.562 -2.396
F 2.034 2.004 -0.561
P 2.902 1.828 -2.009
F 4.241 2.159 -1.174
F 3.082 0.239 -1.619
F 2.645 3.369 -2.304
F 1.513 1.431 -2.741
F 3.715 1.612 -3.348
F -6.057 -2.511 -2.155
C -5.069 -3.277 -1.683
F -4.655 -4.079 -2.675
F -5.575 -4.058 -0.717
C -3.918 -2.452 -1.154
C -2.887 -3.088 -0.473
C -1.840 -2.321 -0.009
N -1.757 -0.997 -0.193
C -2.751 -0.405 -0.850
C -3.855 -1.088 -1.342
H -2.900 -4.155 -0.303
H -1.028 -2.780 0.539
H -2.658 0.662 -0.993
H -4.636 -0.553 -1.861
```

No. 2
Entry from the Open Molecules 2025 dataset: a molecular structure, C27H21Cl3HgN8O3PS2 (ωB97M-V/def2-TZVPD).

Computed properties:
multiplicity	2
Kohn-Sham gap (alpha / beta)	6.1188 / 6.4803	eV
net charge	-2
relative energy (zero: lowest compared OMol25 entry of this formula, charge and spin)	1.876	eV
total energy	-119104.894	eV
largest force on an atom	1.51	eV Å⁻¹

```
66
C27H21Cl3HgN8O3PS2 ωB97M-V/def2-TZVPD
Hg -1.011 -0.475 0.907
N -1.687 -0.842 5.533
C -1.888 -1.174 4.242
N -1.160 -0.405 3.483
C -0.500 0.412 4.347
N -0.805 0.167 5.612
C 0.423 1.427 3.884
C 1.024 2.359 4.734
N 1.804 3.322 4.273
C 1.989 3.365 2.955
C 1.441 2.410 2.110
N 0.669 1.446 2.572
H -2.090 -1.233 6.370
H -2.531 -1.957 3.895
H 0.870 2.324 5.805
H 2.610 4.175 2.592
H 1.612 2.412 1.041
S -3.516 -0.306 0.359
C -3.452 0.938 -0.838
C -4.346 0.858 -1.899
C -4.354 1.787 -2.936
C -5.242 1.644 -4.008
N -5.973 1.514 -4.889
C -3.428 2.855 -2.907
C -2.537 2.947 -1.842
C -2.518 2.015 -0.809
S -1.349 2.206 0.440
C -3.379 3.805 -3.934
N -3.311 4.605 -4.761
H -5.046 0.035 -1.910
H -1.833 3.768 -1.810
C -2.233 -0.803 -4.458
O -1.113 -0.194 -3.868
P -0.922 -0.217 -2.202
O 0.547 0.448 -2.271
C 0.720 1.850 -2.262
O -0.493 -1.746 -1.937
C 0.662 -2.336 -2.503
H -2.051 -0.824 -5.535
H -3.144 -0.236 -4.264
H -2.370 -1.823 -4.090
H 1.798 2.023 -2.241
H 0.263 2.297 -1.376
H 0.290 2.303 -3.158
H 0.491 -3.414 -2.512
H 1.530 -2.101 -1.883
H 0.828 -1.968 -3.519
Cl 0.616 -5.959 1.196
C -0.947 -5.364 0.764
Cl -1.498 -5.896 -0.781
Cl -2.305 -6.664 2.284
C -1.236 -4.073 1.143
N -1.534 -3.042 1.588
C 1.054 -0.919 0.740
C 2.266 -0.871 0.690
C 3.680 -0.774 0.686
C 4.282 0.451 0.995
C 5.657 0.575 1.011
C 6.462 -0.515 0.720
C 5.876 -1.735 0.423
C 4.502 -1.868 0.403
H 3.652 1.294 1.232
H 6.105 1.528 1.257
H 7.540 -0.415 0.727
H 6.500 -2.595 0.210
H 4.043 -2.822 0.177
```

No. 3
Entry from the Open Molecules 2025 dataset: a molecular structure, C27H21GdN7O3S4 (ωB97M-V/def2-TZVPD).

Computed properties:
multiplicity	8
Kohn-Sham gap (alpha / beta)	4.3303 / 5.3146	eV
net charge	+1
relative energy (zero: lowest compared OMol25 entry of this formula, charge and spin)	3.688	eV
total energy	-109077.966	eV
largest force on an atom	2.99	eV Å⁻¹

```
63
C27H21GdN7O3S4 ωB97M-V/def2-TZVPD
Gd -12.857 -10.219 -9.415
O -8.492 -12.302 -14.948
N -7.845 -12.414 -13.873
O -6.642 -12.756 -13.758
C -8.498 -12.049 -12.651
C -7.715 -11.624 -11.616
C -8.359 -11.102 -10.440
C -7.666 -10.691 -9.258
C -8.408 -10.167 -8.204
C -9.808 -10.069 -8.282
N -10.463 -10.477 -9.366
C -9.784 -11.005 -10.447
C -10.515 -11.659 -11.476
N -11.866 -11.691 -11.244
C -12.630 -12.511 -11.981
C -12.059 -13.250 -13.036
C -10.718 -13.100 -13.367
C -9.914 -12.247 -12.623
H -6.608 -11.567 -11.750
H -6.599 -10.638 -9.128
H -7.852 -9.726 -7.378
H -10.465 -9.553 -7.533
H -13.672 -12.680 -11.706
H -12.585 -14.048 -13.509
H -10.340 -13.701 -14.207
S -12.920 -10.593 -6.496
C -13.650 -9.114 -5.962
C -14.698 -9.068 -5.043
C -15.204 -7.868 -4.530
C -14.844 -6.645 -5.124
C -13.968 -6.653 -6.220
C -13.316 -7.841 -6.600
S -12.313 -7.817 -8.049
H -15.064 -10.009 -4.573
H -15.885 -7.903 -3.684
H -15.217 -5.708 -4.796
H -13.755 -5.716 -6.745
N -15.322 -9.608 -9.336
N -15.638 -8.513 -10.153
C -15.047 -8.321 -11.359
N -15.623 -7.468 -12.213
S -13.628 -9.142 -11.843
H -16.074 -10.327 -9.589
H -15.388 -9.273 -8.387
H -16.237 -7.799 -9.735
H -16.514 -7.020 -11.923
H -15.168 -7.165 -13.047
S -17.289 -14.271 -9.281
C -17.155 -12.631 -8.899
N -16.952 -11.808 -9.879
C -17.000 -12.489 -11.111
C -16.984 -11.837 -12.405
C -16.947 -12.689 -13.530
C -16.955 -14.095 -13.367
C -17.018 -14.714 -12.115
C -17.058 -13.907 -10.979
H -17.101 -12.377 -7.821
H -16.913 -10.749 -12.425
H -16.837 -12.268 -14.520
H -16.974 -14.736 -14.252
H -16.968 -15.814 -12.004
O -13.988 -13.891 -8.939
C -13.597 -12.827 -9.095
```

No. 4
Entry from the Open Molecules 2025 dataset: a molecular structure, C27H21NOP2S4V (ωB97M-V/def2-TZVPD).

Computed properties:
multiplicity	4
Kohn-Sham gap (alpha / beta)	5.8035 / 6.0482	eV
relative energy (zero: lowest compared OMol25 entry of this formula, charge and spin)	0.921	eV
total energy	-119484.918	eV
largest force on an atom	1.06	eV Å⁻¹

```
57
C27H21NOP2S4V ωB97M-V/def2-TZVPD
V -0.125 -1.520 -1.104
O 2.973 -6.624 -4.523
C 2.418 -5.714 -3.969
S 3.195 -4.160 -3.611
C 1.857 -3.453 -2.730
C 0.768 -4.219 -2.570
S -0.678 -3.718 -1.708
S 0.800 -5.828 -3.254
S 2.028 -1.825 -2.108
N 0.175 1.178 0.381
P 0.686 -0.350 0.954
C -0.103 -0.487 2.571
C -1.040 -1.503 2.746
C -1.719 -1.627 3.952
C -1.459 -0.737 4.981
C -0.516 0.271 4.816
C 0.167 0.392 3.618
C 2.455 -0.194 1.285
C 3.081 -1.152 2.081
C 4.448 -1.096 2.291
C 5.202 -0.085 1.708
C 4.585 0.865 0.910
C 3.215 0.810 0.696
P -0.069 1.320 -1.349
C -0.879 2.952 -1.354
C -0.453 3.881 -2.297
C -1.042 5.139 -2.353
C -2.051 5.466 -1.464
C -2.478 4.540 -0.516
C -1.898 3.287 -0.462
C -1.610 0.235 -1.533
C -2.050 0.043 -2.849
C -3.188 -0.702 -3.099
C -3.880 -1.296 -2.048
C -3.458 -1.106 -0.743
C -2.333 -0.326 -0.476
H 0.576 2.006 0.811
H -1.230 -2.202 1.938
H -2.441 -2.422 4.084
H -1.985 -0.831 5.923
H -0.308 0.956 5.628
H 0.922 1.161 3.503
H 2.507 -1.951 2.535
H 4.928 -1.847 2.905
H 6.271 -0.047 1.869
H 5.170 1.646 0.442
H 2.755 1.539 0.040
H 0.342 3.622 -2.986
H -0.707 5.858 -3.088
H -2.512 6.445 -1.506
H -3.269 4.801 0.175
H -2.230 2.564 0.273
H -1.484 0.457 -3.676
H -3.517 -0.854 -4.118
H -4.744 -1.913 -2.251
H -4.004 -1.550 0.080
H -2.063 -0.092 0.546
```